1.
Molecular formula: C35H39F4N4O2SSbW
Method: DFT, wB97M-V/def2-TZVPD

Summary:
M, g/mol: 961.4
HOMO level, hartree: -0.4980
Maximum force, eV/A: 2.00
LUMO energy, eV: -7.266
Total charge: +2
ΔE to the lowest compared entry with this formula, charge and spin, kcal per mole: 12.7
E, Ha: -2831.1024

Each line ends with the Mulliken charge.
Element x y z (Å)
1 W -0.386 -0.028 0.381  0.81
2 C -5.205 -0.912 0.074  -0.58
3 C -4.954 -0.304 -1.295  -0.99
4 N -3.797 -0.930 -1.953  0.21
5 C -4.103 -2.112 -2.781  -0.56
6 C -4.422 -1.710 -4.209  -1.17
7 C -2.577 -0.471 -1.836  0.57
8 S -2.259 0.991 -0.927  -0.71
9 N -1.618 -1.105 -2.554  -0.13
10 C -0.339 -0.908 -2.470  0.12
11 O 0.276 -0.257 -1.504  -0.08
12 C 0.539 -1.427 -3.531  0.39
13 C -0.001 -2.266 -4.510  -0.63
14 C 0.804 -2.758 -5.522  -0.73
15 C 2.147 -2.410 -5.570  -0.50
16 C 2.689 -1.571 -4.603  -1.08
17 C 1.892 -1.082 -3.586  0.20
18 H -6.104 -0.480 0.508  0.44
19 H -4.365 -0.717 0.740  -0.13
20 H -5.349 -1.990 0.009  0.32
21 H -4.785 0.769 -1.236  0.54
22 H -5.800 -0.463 -1.962  0.43
23 H -4.953 -2.596 -2.300  0.43
24 H -3.259 -2.794 -2.734  0.43
25 H -5.280 -1.040 -4.256  0.40
26 H -4.662 -2.598 -4.792  0.39
27 H -3.568 -1.214 -4.669  0.27
28 H -1.048 -2.526 -4.466  0.45
29 H 0.386 -3.410 -6.276  0.46
30 H 2.775 -2.793 -6.364  0.43
31 H 3.734 -1.298 -4.650  0.47
32 H 2.317 -0.428 -2.836  0.35
33 F 4.858 -2.018 6.249  -0.29
34 C 4.252 -1.651 5.124  0.25
35 C 2.878 -1.445 5.148  -0.84
36 C 2.242 -1.066 3.983  0.11
37 C 2.960 -0.891 2.799  0.38
38 C 4.340 -1.100 2.817  -0.82
39 C 5.000 -1.486 3.975  -0.70
40 Sb 2.313 -0.399 0.831  1.08
41 C 0.661 -1.934 0.655  0.33
42 C 0.331 -2.646 1.862  -0.43
43 C 0.649 -3.960 2.037  -0.76
44 C 1.331 -4.637 1.015  0.20
45 F 1.632 -5.907 1.210  -0.29
46 C 1.688 -4.029 -0.165  -1.12
47 C 1.337 -2.695 -0.346  0.28
48 C -0.496 0.729 2.336  1.24
49 C -1.855 0.808 2.739  -1.07
50 C -2.295 1.687 3.718  -0.59
51 C -1.350 2.453 4.371  -0.07
52 F -1.735 3.282 5.335  -0.33
53 C 0.003 2.405 4.043  -0.64
54 C 0.405 1.576 3.020  -0.28
55 H 2.338 -1.586 6.073  0.51
56 H 1.168 -0.914 4.010  0.25
57 H 4.932 -0.965 1.919  0.35
58 H 6.067 -1.653 3.995  0.48
59 H -0.187 -2.123 2.659  0.60
60 H 0.396 -4.495 2.942  0.54
61 H 2.206 -4.585 -0.932  0.58
62 H 1.585 -2.238 -1.294  0.49
63 H -2.603 0.181 2.271  0.40
64 H -3.336 1.753 3.999  0.54
65 H 0.699 3.026 4.591  0.56
66 H 1.459 1.580 2.763  0.33
67 F -1.754 -1.239 0.860  -0.57
68 C 0.995 5.210 1.122  -1.17
69 N 0.204 4.084 0.645  0.37
70 C -1.180 4.052 1.097  -0.79
71 C 0.705 3.105 -0.133  -0.02
72 O 0.267 1.910 -0.008  0.13
73 N 1.620 3.397 -1.056  0.19
74 C 1.791 4.750 -1.581  -1.15
75 C 2.417 2.351 -1.684  -0.14
76 H 0.855 5.287 2.201  0.38
77 H 0.693 6.154 0.667  0.38
78 H 2.051 5.038 0.931  0.35
79 H -1.756 4.827 0.588  0.38
80 H -1.225 4.236 2.169  0.26
81 H -1.625 3.083 0.892  0.05
82 H 0.874 5.317 -1.447  0.36
83 H 1.993 4.672 -2.647  0.40
84 H 2.620 5.277 -1.111  0.36
85 H 1.918 1.393 -1.575  -0.57
86 H 3.418 2.308 -1.248  0.32
87 H 2.515 2.570 -2.746  0.41

2.
Molecular formula: C2H4ClO4S
Method: DFT, wB97M-V/def2-TZVPD

Summary:
M, g/mol: 159.6
HOMO level, hartree: -0.2003
Maximum force, eV/A: 4.21
LUMO energy, eV: 3.792
Total charge: -1
ΔE to the lowest compared entry with this formula, charge and spin, kcal per mole: 33.5
E, Ha: -1237.9676

Each line ends with the Mulliken charge.
Element x y z (Å)
1 C -1.463 0.995 0.807  -0.80
2 C -0.693 0.577 -0.204  0.11
3 O 1.004 -2.354 -2.081  -0.71
4 O 1.723 -0.117 -1.788  -0.62
5 O 3.061 -1.970 -0.852  -0.58
6 O 0.942 -1.483 0.219  -0.61
7 S 1.496 -1.370 -1.142  1.18
8 Cl -1.140 -0.471 -1.441  -0.15
9 H -1.177 1.450 1.672  0.32
10 H 2.928 -2.912 -1.054  0.30
11 H -2.528 0.918 0.770  0.23
12 H 0.407 0.462 -0.284  0.34

3.
Molecular formula: C4H4O3
Method: DFT, wB97M-V/def2-TZVPD

Summary:
M, g/mol: 100.1
HOMO level, hartree: -0.3601
Maximum force, eV/A: 0.63
LUMO energy, eV: -1.005
SMILES string: CC(=O)C(=O)C=O
Total charge: 0
ΔE to the lowest compared entry with this formula, charge and spin, kcal per mole: 29.5
E, Ha: -380.5000

Each line ends with the Mulliken charge.
Element x y z (Å)
1 C -0.176 -0.295 -1.736  -1.03
2 C -0.612 0.089 -0.351  0.68
3 O -1.759 0.129 0.028  -0.49
4 C 0.474 0.504 0.651  0.49
5 O 1.417 1.194 0.343  -0.48
6 C 0.314 0.014 2.091  -0.04
7 O -0.234 -1.028 2.341  -0.41
8 H 0.823 0.080 -1.967  0.34
9 H -0.903 0.064 -2.468  0.30
10 H -0.163 -1.391 -1.783  0.29
11 H 0.818 0.641 2.851  0.35

4.
Molecular formula: C3H3NOS
Method: DFT, wB97M-V/def2-TZVPD

Summary:
M, g/mol: 101.1
HOMO level, hartree: -0.3813
Maximum force, eV/A: 5.34
LUMO energy, eV: -0.671
SMILES string: CSC(=O)C#N
Total charge: 0
ΔE to the lowest compared entry with this formula, charge and spin, kcal per mole: 21.4
E, Ha: -644.2528

Each line ends with the Mulliken charge.
Element x y z (Å)
1 C 0.407 2.323 -0.066  0.23
2 C 0.375 0.975 0.241  0.52
3 C -0.354 -1.645 -0.127  -0.79
4 N 0.506 3.477 -0.201  -0.32
5 O 0.868 0.467 1.233  -0.49
6 S -0.482 0.044 -1.002  -0.06
7 H -0.875 -2.078 -0.937  0.29
8 H -1.035 -1.515 0.721  0.30
9 H 0.591 -2.048 0.137  0.33

5.
Molecular formula: C4HCl2N3O2S
Method: DFT, wB97M-V/def2-TZVPD

Summary:
M, g/mol: 226.0
HOMO level (spin up / spin down), hartree: -0.3792 / -0.3787
Maximum force, eV/A: 3.62
LUMO energy (spin up / spin down), eV: -3.499 / -1.945
Total charge: 0
ΔE to the lowest compared entry with this formula, charge and spin, kcal per mole: 58.0
E, Ha: -1786.0904

Each line ends with the Mulliken charge.
Element x y z (Å)
1 C -0.235 0.028 -0.318  -0.01
2 C -1.838 0.022 1.697  -0.52
3 C -1.430 1.207 1.135  0.64
4 C -1.468 -1.177 1.106  0.71
5 N -0.549 1.188 0.118  -0.48
6 N -0.650 -1.113 0.083  -0.46
7 N -4.321 -0.060 -1.334  0.88
8 O -4.763 0.773 -2.077  -0.51
9 O -3.545 -0.919 -1.643  -0.47
10 S -4.874 -0.036 0.237  0.08
11 Cl -2.031 2.744 1.507  -0.14
12 Cl -1.769 -2.611 1.789  -0.15
13 H 0.592 0.045 -1.061  0.41

6.
Molecular formula: C47H33BrCuF4N4O9P2S
Method: DFT, wB97M-V/def2-TZVPD

Summary:
M, g/mol: 1111.3
HOMO level (spin up / spin down), hartree: -0.2956 / -0.2896
2S+1: 2
Maximum force, eV/A: 4.93
LUMO energy (spin up / spin down), eV: -0.854 / -2.964
Total charge: 0
ΔE to the lowest compared entry with this formula, charge and spin, kcal per mole: 87.8
E, Ha: -8401.5697

Each line ends with the Mulliken charge.
Element x y z (Å)
1 Cu -0.875 -0.499 -0.326  0.18
2 O -1.321 -1.281 4.478  -0.78
3 S -0.272 -0.281 4.322  1.52
4 O -0.067 0.580 5.488  -0.81
5 O -0.412 0.430 3.036  -0.59
6 C 1.275 -1.223 4.143  0.15
7 C 1.662 -1.966 5.300  -0.55
8 C 2.985 -2.446 5.402  -0.92
9 C 3.942 -1.980 4.458  -0.49
10 C 3.571 -1.193 3.416  -1.20
11 C 2.200 -0.919 3.130  0.29
12 P 1.774 -0.124 1.619  1.37
13 C 2.845 -1.104 0.472  0.82
14 C 3.433 -2.335 0.691  -0.44
15 C 4.169 -3.016 -0.294  -0.75
16 C 4.316 -2.429 -1.564  -0.81
17 C 3.688 -1.198 -1.816  -0.88
18 C 2.901 -0.541 -0.863  -1.08
19 C 2.732 1.387 1.970  0.85
20 C 2.117 2.246 2.879  0.14
21 C 2.728 3.455 3.219  -0.86
22 C 3.919 3.805 2.595  -0.58
23 C 4.570 2.862 1.740  -0.79
24 C 3.950 1.697 1.400  -0.47
25 H 0.896 -2.161 6.075  0.49
26 H 3.295 -3.134 6.217  0.36
27 H 5.023 -2.264 4.539  0.34
28 H 4.289 -0.878 2.698  0.74
29 H 3.484 -2.828 1.684  0.24
30 H 4.592 -3.973 -0.041  0.47
31 H 4.889 -2.901 -2.319  0.49
32 H 3.898 -0.804 -2.800  0.47
33 H 2.387 0.438 -1.023  0.65
34 H 1.155 1.899 3.293  -0.01
35 H 2.473 4.144 4.064  0.42
36 H 4.346 4.819 2.779  0.35
37 H 5.556 3.115 1.416  0.46
38 H 4.424 1.021 0.704  0.40
39 F -7.425 -0.925 -4.212  -0.27
40 C -6.140 -0.983 -3.835  0.53
41 C -5.206 -0.777 -4.807  0.27
42 F -5.505 -0.560 -6.106  -0.28
43 C -3.868 -0.663 -4.446  0.12
44 F -2.964 -0.529 -5.420  -0.36
45 C -3.484 -0.712 -3.084  0.26
46 P -1.765 -0.613 -2.574  0.00
47 C -1.192 -2.075 -3.438  1.22
48 C -0.612 -2.016 -4.688  -0.32
49 C -0.137 -3.168 -5.264  -0.91
50 C -0.188 -4.386 -4.591  -0.64
51 C -0.797 -4.440 -3.330  -0.18
52 C -1.461 -3.303 -2.850  -0.80
53 C -0.767 0.683 -3.325  1.00
54 C -1.464 1.821 -3.711  -0.82
55 C -0.797 2.853 -4.336  -0.71
56 C 0.596 2.787 -4.520  -0.67
57 C 1.288 1.634 -4.111  -0.86
58 C 0.631 0.580 -3.515  -0.81
59 C -4.447 -0.887 -2.115  0.10
60 Br -4.014 -1.164 -0.258  -0.07
61 C -5.792 -1.130 -2.478  0.14
62 F -6.688 -1.302 -1.518  -0.29
63 H -0.401 -1.062 -5.151  0.62
64 H 0.312 -3.224 -6.266  0.39
65 H 0.323 -5.310 -4.767  0.40
66 H -0.938 -5.418 -2.753  0.34
67 H -2.146 -3.477 -2.002  0.33
68 H -2.548 1.929 -3.625  0.34
69 H -1.396 3.733 -4.611  0.43
70 H 1.020 3.669 -5.048  0.37
71 H 2.376 1.569 -4.264  0.39
72 H 1.101 -0.380 -3.428  0.99
73 O -2.659 2.047 -1.035  -0.53
74 C -1.758 2.191 -0.219  0.81
75 O -0.729 1.470 -0.019  -0.34
76 C -1.763 3.449 0.636  -0.23
77 C -1.151 3.449 1.922  0.58
78 C -1.382 4.614 2.691  -0.59
79 C -2.232 5.645 2.277  -0.69
80 C -2.823 5.529 1.005  -0.24
81 C -2.518 4.467 0.168  -0.60
82 N -3.758 6.549 0.646  0.96
83 O -3.888 7.566 1.356  -0.59
84 O -4.403 6.246 -0.398  -0.58
85 N -0.595 4.786 3.848  1.01
86 O -0.065 3.729 4.385  -0.48
87 O -0.489 5.946 4.323  -0.59
88 H -0.646 2.563 2.406  0.42
89 H -2.362 6.534 2.900  0.56
90 H -2.803 4.475 -0.849  0.68
91 C -0.834 -4.409 3.353  -0.87
92 N -0.390 -3.695 2.162  0.60
93 C 0.026 -4.339 0.981  -1.27
94 C -0.028 -3.388 0.030  -0.69
95 N -0.577 -2.194 0.506  1.24
96 C -0.725 -2.383 1.811  -0.51
97 H -1.833 -4.826 3.172  0.32
98 H -1.054 -3.643 4.206  0.25
99 H -0.100 -5.156 3.691  0.31
100 H 0.349 -5.350 0.839  0.45
101 H 0.192 -3.458 -1.021  0.86
102 H -1.045 -1.587 2.493  0.29

Question: E of number 5 (C4HCl2N3O2S)?
Answer: -1786.0904 Ha